Entry 1:
Formula: C26H28Cl2N7O2SSiW
Source: OMol25
Level of theory: the ωB97M-V functional and the def2-TZVPD basis

```
! RIJCOSX wB97M-V def2-TZVPD def2/J DEFGRID3
* xyz 1 1
H 3.7721 -1.0080 -2.6827
H 1.7459 -1.4550 -6.4233
C -3.4849 -4.0011 -2.4746
W 0.3604 0.3991 1.1121
N -0.5444 -2.4582 1.3462
H -0.1972 2.4781 3.6863
C -3.2248 2.3475 2.7798
C 2.2171 -0.9600 4.9050
H 1.4267 -3.4546 -4.0361
H 3.4166 -0.0005 6.3970
H -2.8588 1.0814 0.9677
N -1.2165 1.5534 2.1712
S 1.7744 -0.5788 -0.4944
C -2.8337 -4.7057 -1.4877
H 0.4268 6.7418 2.4056
N 0.1840 -1.4996 2.0034
H -0.9697 -4.2062 1.0123
Cl -1.0811 5.1447 1.5800
H -2.8698 -5.7855 -1.4446
O -1.2264 -0.5633 0.3190
N 1.9746 3.3022 0.9196
H -3.9388 -2.0624 -3.3053
H -2.6358 -0.8541 -1.5853
O -1.4784 -4.7831 0.4113
C -2.0366 -2.6277 -0.5438
C 0.7634 0.3421 -3.0066
C 2.8577 1.3194 4.7841
Si 1.6716 -0.9988 -4.0124
C -2.5092 1.6034 1.8422
C 3.5078 -0.8518 -3.7293
C -0.0902 1.2718 -3.6003
H 0.7473 -2.8540 3.4673
H -2.3644 3.3714 4.5796
C -3.4256 -2.6047 -2.5238
H -1.3376 2.7603 -0.8240
H 3.3685 2.1911 5.1674
C -0.7693 2.1097 -1.4766
C 0.8128 0.4028 -1.6170
C -2.2856 2.7517 3.7028
H -4.2786 2.5593 2.7850
N -1.1069 2.2479 3.3169
C 0.4660 5.6705 2.2548
H 1.5862 0.2755 -6.1532
C -0.8423 2.1731 -2.8506
C 1.2496 -0.7035 -5.8056
C -2.7066 -1.9335 -1.5653
H 1.2257 -2.8388 -2.3958
H 2.1892 2.3583 3.0502
C 1.4176 2.2937 0.9839
C -2.0976 -4.0338 -0.5095
Cl 0.7968 4.9266 3.8414
H 2.1955 -1.9312 5.3797
H -0.1754 1.2957 -4.6801
C 0.8028 -1.8443 3.0843
H -1.4826 2.9023 -3.3253
H 4.0403 -1.5992 -4.3216
H -4.0490 -4.5408 -3.2242
C 2.8850 0.1040 5.4614
N 1.5125 0.3940 3.0206
H 0.1771 -0.7871 -5.9939
H 3.8734 0.1325 -4.0278
C 1.5383 -0.7899 3.6998
N 0.0384 1.2261 -0.8913
H 1.2555 5.3617 1.5815
C 0.9944 -2.6442 -3.4447
C 2.1848 1.4251 3.5894
H -0.0913 -2.6841 -3.5643
C -1.2477 -1.8748 0.4122
*
```

The value obtained for the LUMO energy (alpha / beta) is -4.29 / -4.28 eV. The gap between HOMO and LUMO (alpha / beta) comes out at 0.2314 / 0.2315 Eh. For the largest force on an atom, the calculation gives 0.80 eV Å⁻¹.

Löwdin population analysis, charges in e, atoms 1 to 8: 0.0097, 0.0408, -0.0533, 1.3968, 0.0868, 0.0818, -0.0376, 0.0040

=====

Entry 2:
Formula: C26H28F5N3O3RuSbTe
Source: OMol25
Level of theory: the ωB97M-V functional and the def2-TZVPD basis

```
! RIJCOSX wB97M-V def2-TZVPD def2/J DEFGRID3
* xyz 2 6
H 4.5781 -1.4494 0.4301
N -2.3812 2.2357 0.9045
C 0.7062 -1.9135 -1.4460
F -1.1017 0.3744 2.7306
C -1.7781 -4.0125 0.1069
C 2.8878 0.9581 -3.7540
C 0.7464 4.7238 -1.0840
C -3.5548 1.6822 1.1819
C 0.9532 1.9305 -2.7091
C 3.6914 1.4792 -2.7502
H -5.6406 2.0114 1.5432
H 3.5112 -0.2249 -0.3002
H -3.2273 -1.9885 -0.5157
C -0.8992 -2.6141 1.8524
H 0.0839 -2.7678 -1.6988
H -3.8266 -2.2046 2.4737
H 3.3305 0.3956 -4.5656
C -3.5035 0.2046 1.1341
H -4.9457 -2.4704 1.1017
H 0.8895 0.7891 -4.5218
H -0.8503 -5.9276 -0.1410
H 1.3892 5.5262 -0.7393
N -2.5130 -0.3914 0.5946
O -4.5402 -0.4907 1.5622
H 1.9317 -5.0551 -0.8375
H 0.0859 -1.1043 -1.0682
C 1.5156 1.1806 -3.7306
C -2.9023 -1.8241 0.5157
C -4.6912 2.4680 1.3007
H 0.7431 -3.4244 2.9612
C 3.1272 2.2176 -1.7176
H 3.3556 -4.2571 -1.5682
H 3.7540 2.6162 -0.9285
F 2.9722 2.2658 1.7263
C 1.1754 3.3181 -0.6153
H 1.2637 -1.5653 -2.3171
O -0.5786 4.9329 -0.4508
C 2.7910 -4.4181 -0.6489
H 1.8624 3.3739 0.2291
H 3.4364 -4.8714 0.0996
F 0.3483 2.5049 2.6011
H 0.7800 -5.5639 1.6914
H -0.1157 2.1180 -2.7117
Sb 2.1351 -2.5081 -0.0038
O 1.1664 0.5367 1.1453
C -0.8479 -4.9961 0.4100
C -2.2813 3.5271 0.5699
C -4.5743 3.8311 1.0640
H -5.4440 4.4678 1.1551
H -3.2654 5.4203 0.3729
H 4.7616 1.3197 -2.7728
Te 2.1385 0.9157 2.8123
C -1.8161 -2.8204 0.8305
H 4.1916 -1.5336 -1.3198
H 0.5833 4.7870 -2.1576
H -2.4914 -4.1813 -0.6921
C -3.3611 4.3782 0.6435
C -0.9439 3.7812 0.0075
N -0.1103 2.7907 -0.0938
H -0.9121 -1.7047 2.4367
F 1.4741 -0.8862 3.1498
C 1.7577 2.4516 -1.6997
Ru -0.5364 1.2233 1.1548
F 3.6821 -0.0332 2.3448
C 3.8236 -1.2647 -0.3280
C 0.0515 -3.5921 2.1452
C 0.0676 -4.7901 1.4345
C -4.1083 -1.8876 1.4700
*
```

The value obtained for the LUMO energy (alpha / beta) is -6.76 / -8.46 eV. The gap between HOMO and LUMO (alpha / beta) comes out at 0.2645 / 0.2230 Eh. For the largest force on an atom, the calculation gives 0.46 eV Å⁻¹.

Löwdin population analysis, charges in e, atoms 1 to 8: 0.0214, 0.0184, -0.2473, -0.4364, -0.0295, -0.0669, 0.0316, -0.1293

=====

Entry 3:
Formula: C26H28FN3O3PSTl
Source: OMol25
Level of theory: the ωB97M-V functional and the def2-TZVPD basis

```
! RIJCOSX wB97M-V def2-TZVPD def2/J DEFGRID3
* xyz 0 1
C 1.6050 1.6241 2.6364
H 2.0103 -1.8316 3.3529
H 2.5960 1.6973 3.0583
C 0.3528 0.8412 -5.5592
N 2.6804 -2.8084 0.3331
C -0.4507 1.6741 5.7277
H -5.1442 -1.5195 -3.5734
O -0.0514 1.0447 -0.4861
O 2.8328 0.1200 -0.1515
C -0.6963 1.9323 2.9764
H 1.2898 2.8112 5.1420
C -0.9125 1.7073 1.6026
H 1.4378 -0.2506 5.1601
C 3.4766 -3.2233 -0.7802
H -1.1329 3.6798 5.3509
H -4.5513 0.2205 -5.2174
C 3.1130 -2.5979 1.6126
H -1.0802 -2.8170 -3.4938
H 2.8063 0.8348 4.9055
N 0.5653 1.7550 3.4984
C -1.7644 2.3887 3.7747
C 0.1863 1.3335 0.6996
C 1.3933 -2.4131 0.2282
H -3.8241 2.9702 3.8137
C 1.8329 0.7403 5.3776
C 2.0771 -2.1021 2.3219
H 1.9792 0.8245 6.4522
C -3.7952 -0.4627 -4.8535
H 0.1161 -1.5908 1.6449
H -0.8226 0.6527 5.6154
C -1.8443 -2.1649 -3.8909
C -3.1516 -2.3046 -3.4633
H -0.1080 1.0724 -6.5171
C -1.4952 -1.1682 -4.7968
S 0.4257 -2.5233 -1.1260
C -2.4888 -0.3292 -5.2906
F -4.4461 2.5224 1.3462
C 0.8458 1.8261 4.9331
C -2.1932 1.8806 1.0653
H -0.1582 1.3802 -4.7633
H 0.2681 -2.7327 -6.8388
H 4.4651 -3.5145 -0.4358
H 4.1215 -2.8065 1.9036
H 1.3736 -1.4307 -7.2886
H -2.4302 2.5698 5.7925
C 0.3818 -1.6516 -6.8945
H 1.3952 1.1573 -5.5781
H -2.3296 1.6784 0.0154
C -3.2136 2.3271 1.8638
N 1.0085 -2.0157 1.4633
H -2.2468 0.4472 -6.0030
O 3.6827 2.0159 0.6840
Tl 1.5096 0.0181 -2.2437
H 3.5688 -2.3917 -1.4825
H -0.2381 1.8401 6.7840
C 1.4847 1.4004 1.3071
C -1.5017 2.6571 5.2269
H -0.3792 -1.2343 -7.5534
C -4.1278 -1.4409 -3.9306
H -3.3949 -3.0683 -2.7401
P 0.2977 -0.9728 -5.1682
C -3.0064 2.5976 3.2147
C 2.8033 1.1865 0.5200
H 2.9964 -4.0625 -1.2845
*
```

The value obtained for the LUMO energy is 0.15 eV. The gap between HOMO and LUMO comes out at 0.2801 Eh. For the largest force on an atom, the calculation gives 1.04 eV Å⁻¹.

Löwdin population analysis, charges in e, atoms 1 to 8: 0.0159, 0.0992, 0.1394, -0.3331, -0.1269, -0.1445, 0.1004, -0.1317

=====

Entry 4:
Formula: C26H28FN5O2PbTe
Source: OMol25
Level of theory: the ωB97M-V functional and the def2-TZVPD basis

```
! RIJCOSX wB97M-V def2-TZVPD def2/J DEFGRID3
* xyz 0 1
H -0.6082 -1.2541 3.0537
H 5.4236 -0.6011 -0.8599
H -0.8026 5.0692 -1.1868
N -1.3620 -0.8486 3.6533
C 3.1852 0.9556 -0.1835
C -1.3611 -0.7077 5.0280
C 3.4379 -3.2502 -2.8483
H 4.2169 3.3891 -2.3412
C -3.7792 -4.3706 0.0532
H -3.0332 -5.1610 0.2015
C 5.5207 -2.3422 -2.0670
O 0.6726 -2.1725 2.1912
Te -3.1838 -2.6905 1.2759
C -1.4581 4.2362 -1.4574
C 3.4361 1.6394 -1.3788
C 4.8222 -3.2741 -2.8137
N 2.4308 -1.1026 1.0823
C -2.8202 3.1189 -3.1339
Pb -1.9497 -0.8288 -0.8966
C -2.6194 -0.1468 5.3478
H 6.5972 -2.3130 -2.0351
H 4.1765 3.4295 1.9565
C 4.0202 2.8969 -1.3790
H -4.9502 -0.6605 1.5653
C 2.6200 -0.4879 -0.2474
N -3.3957 1.5072 0.1615
C -1.9793 4.1534 -2.7391
H 4.7216 4.5537 -0.1672
C 2.7408 -2.3430 -2.0567
C -3.2882 0.0181 4.0973
C 1.1337 -1.4698 1.2847
C -3.2492 2.2176 -2.1737
C 4.2900 3.5377 -0.1864
C 3.4164 -1.4160 -1.2366
H 3.0980 1.1814 1.9865
H -4.3897 1.3876 0.0710
H 2.8829 -3.9426 -3.4898
H -3.7239 -3.9574 -0.9623
H -3.1921 3.0630 -4.1641
H -4.7763 -4.7270 0.3243
C -2.8473 2.3447 -0.8380
C -5.0783 -1.6853 1.1651
O 0.7192 0.2284 -1.6812
C 3.9593 2.9146 1.0153
N -2.5062 -0.4300 3.0819
H -0.5234 -1.0274 5.6537
C -1.8513 3.2917 -0.5104
H 1.6419 -2.3667 -2.0929
C 3.3570 1.6571 1.0320
C 1.1098 -0.3144 -0.6287
H -1.7007 4.9251 -3.4573
H -3.0923 1.7461 1.0962
N 0.3356 -0.9158 0.2786
H 3.1811 -1.5977 1.5755
H -1.4166 3.3224 0.4832
H 5.3578 -4.0623 -3.3620
H -4.0061 1.4718 -2.4572
H -2.9632 0.1172 6.3374
H -5.7588 -2.2459 1.8200
C 4.8233 -1.3838 -1.3347
H -5.4500 -1.6836 0.1328
F -3.1073 -2.1912 -2.1484
H -4.2752 0.4338 3.8417
H 3.1710 1.1646 -2.3318
*
```

The value obtained for the LUMO energy is 0.14 eV. The gap between HOMO and LUMO comes out at 0.3061 Eh. For the largest force on an atom, the calculation gives 1.99 eV Å⁻¹.

Löwdin population analysis, charges in e, atoms 1 to 8: 0.0911, 0.1190, 0.1104, -0.0346, -0.1458, -0.0724, -0.0825, 0.1102

=====

Energy for every record listed, in sequence, given in hartree: -3216.41892, -2499.45876, -2409.52864, -1992.60824.
Relative energy (zero: lowest compared OMol25 entry of this formula, charge and spin) for every record listed, in sequence, given in eV: 0.041, 0.057, 0.732, 0.000.